C24H35NO8S | wB97M-V/def2-TZVPD

As for the LUMO energy: -1.0 eV. The calculation puts the frontier orbital gap at 8.482 eV.

Cartesian coordinates (Å):
S  -3.03  -5.84  3.39
O  1.24  -3.93  -2.05
O  -3.84  4.98  -1.67
O  3.14  0.15  0.02
O  -3.83  -5.67  2.18
O  -3.52  -6.94  4.20
O  1.36  2.14  -1.24
O  -2.11  2.50  -3.66
O  -3.20  -4.44  4.25
N  3.00  -2.54  4.38
C  2.23  2.73  -2.25
C  -0.36  -4.87  3.09
C  -1.29  -6.14  2.89
C  1.32  -2.89  0.16
C  -4.07  6.76  0.09
C  -3.58  6.36  -1.34
C  1.09  -2.93  -1.39
C  3.64  4.01  -0.42
C  1.19  -0.35  -1.37
C  3.66  3.07  -1.70
C  3.19  -2.54  2.88
C  -2.57  4.40  -2.06
C  -0.31  -1.44  -3.11
C  0.81  0.99  -1.84
C  -0.15  1.13  -2.94
C  -0.67  -0.11  -3.54
C  0.89  -4.16  0.96
C  0.63  -1.56  -2.00
C  -0.43  -3.90  1.84
C  -2.76  2.87  -2.44
C  1.84  -1.77  0.74
C  2.07  -1.62  2.28
C  -0.69  2.47  -3.52
C  2.18  -0.55  -0.17
H  2.38  2.07  -3.14
H  -0.70  -2.38  -3.57
H  -0.27  3.36  -2.97
H  -5.11  6.41  0.33
H  4.29  2.18  -1.47
H  1.76  3.69  -2.63
H  -4.03  7.06  -2.10
H  -1.42  0.00  -4.36
H  0.57  -4.93  0.20
H  4.23  -2.16  2.72
H  1.71  -4.64  1.55
H  -2.47  6.55  -1.37
H  4.19  3.65  -2.51
H  -2.52  2.18  -1.57
H  -3.86  2.75  -2.62
H  -1.29  -6.52  1.83
H  3.02  -3.49  4.75
H  3.74  5.08  -0.78
H  -0.27  2.55  -4.56
H  1.07  -1.71  2.78
H  -4.07  7.88  0.18
H  2.07  -2.17  4.60
H  -0.53  -2.81  2.12
H  -1.30  -4.15  1.18
H  -1.88  4.43  -1.17
H  4.54  3.85  0.23
H  -2.19  5.01  -2.93
H  -0.68  -4.31  4.01
H  2.40  -0.55  2.44
H  3.14  -3.61  2.55
H  0.66  -5.27  3.30
H  -0.86  -6.95  3.53
H  -3.34  6.38  0.86
H  -2.75  -3.72  3.77
H  2.69  3.90  0.17

C24H36BrN6O4RuSSi | wB97M-V/def2-TZVPD

The spin multiplicity is 6. As for the LUMO energy (spin up / spin down): -6.6 / -9.5 eV. The calculation puts the frontier orbital gap (spin up / spin down) at 7.585 / 5.360 eV. As for the charge: +2. As for the expectation value of S²: 8.79.

Cartesian coordinates (Å):
Ru  1.60  -2.20  -0.27
Br  8.31  -2.34  -0.30
S  0.51  -0.15  -0.29
Si  -0.90  1.65  -0.11
O  -1.87  1.49  -1.36
O  0.28  2.70  -0.02
O  -1.67  1.47  1.27
O  2.10  -1.85  -3.00
N  0.22  -4.03  -0.01
N  0.61  -3.58  3.56
N  -1.22  -6.27  0.67
N  1.68  -2.48  -2.10
N  1.44  -2.44  1.84
N  1.36  -2.58  3.99
C  -0.29  -4.82  -0.95
C  -1.84  1.29  -2.78
C  5.77  -1.14  -0.78
C  -3.00  1.09  1.69
C  0.29  4.14  0.14
C  6.42  -2.26  -0.26
C  -0.43  1.49  -3.32
C  1.69  4.50  0.62
C  3.65  -2.07  -0.07
C  -1.02  -5.95  -0.60
C  -0.77  4.56  1.14
C  4.32  -3.17  0.47
C  -3.28  -0.33  1.19
C  5.70  -3.27  0.37
C  -0.70  -5.51  1.61
C  0.02  4.75  -1.23
C  0.03  -4.37  1.28
C  -4.02  2.07  1.12
C  4.39  -1.04  -0.66
C  -2.97  1.15  3.21
C  -2.32  -0.14  -3.03
C  1.87  -1.89  2.97
C  -2.81  2.30  -3.39
C  0.66  -3.49  2.25
H  1.49  -2.44  4.99
H  -3.98  2.09  0.04
H  -4.25  -0.66  1.55
H  3.90  -0.15  -1.04
H  6.21  -4.13  0.78
H  -3.28  -0.34  0.10
H  -2.21  0.48  3.60
H  -2.47  3.32  -3.23
H  -0.64  4.03  2.08
H  -2.33  -0.35  -4.09
H  1.77  5.58  0.73
H  -2.52  -1.01  1.55
H  -2.88  2.12  -4.46
H  -0.69  5.63  1.33
H  -0.10  2.51  -3.15
H  -3.84  3.07  1.50
H  0.79  4.46  -1.94
H  0.02  5.84  -1.14
H  2.53  -1.04  3.04
H  -3.80  2.20  -2.95
H  -3.32  -0.27  -2.64
H  -1.45  -6.60  -1.34
H  0.25  0.81  -2.81
H  -1.64  -0.84  -2.53
H  -0.13  -4.54  -1.98
H  2.44  4.17  -0.09
H  -2.73  2.16  3.53
H  3.78  -3.96  0.98
H  -0.42  1.29  -4.39
H  6.33  -0.36  -1.27
H  -3.94  0.87  3.61
H  1.89  4.04  1.58
H  -0.86  -5.80  2.64
H  -0.95  4.43  -1.60
H  -1.76  4.35  0.75
H  -5.01  1.76  1.44

C24H36FO18 | wB97M-V/def2-TZVPD

As for the LUMO energy: 1.9 eV. The calculation puts the frontier orbital gap at 9.351 eV. As for the charge: -1.

Cartesian coordinates (Å):
F  -0.06  -0.42  0.44
O  4.50  -0.23  1.04
O  0.69  -5.37  1.44
O  0.28  -5.70  3.69
O  0.42  3.95  -0.52
O  -3.00  0.78  -4.99
O  6.32  0.06  -0.27
O  1.57  5.38  0.72
O  -3.17  0.57  6.06
O  4.28  0.96  -0.80
O  -3.33  -0.89  4.29
O  -0.13  -3.78  2.64
O  3.09  -2.07  -2.82
O  2.52  4.44  -1.18
O  4.67  -0.87  -4.01
O  -2.86  2.25  -3.31
O  2.44  -0.54  -4.13
O  -1.67  0.39  4.57
O  -2.35  0.10  -2.92
C  -0.31  4.17  0.60
C  1.65  -2.20  -2.65
C  -3.37  -0.82  1.79
C  -2.75  1.01  -3.80
C  0.25  5.40  1.26
C  -3.35  2.92  -1.11
C  -2.75  0.06  5.05
C  3.44  -1.12  -3.71
C  5.13  0.25  -0.01
C  0.33  -4.96  2.63
C  -0.45  2.89  1.46
C  -2.24  0.74  -1.66
C  2.97  0.98  -0.24
C  0.63  -4.32  0.51
C  1.57  4.64  -0.44
C  1.23  -0.96  -3.49
C  2.39  0.27  2.18
C  0.20  -1.25  -4.64
C  3.02  -0.13  0.97
C  -2.34  2.29  -2.02
C  0.01  -3.27  1.43
C  -2.61  -1.22  3.18
C  -1.34  -0.50  3.37
C  -0.34  -4.71  -0.57
H  -0.47  -1.17  3.65
H  0.65  -2.57  1.47
H  -0.71  -3.94  -1.30
H  2.18  0.67  -0.87
H  -0.71  -1.35  -4.14
H  0.22  -5.21  -1.47
H  2.53  -0.42  2.96
H  -4.26  -1.51  1.31
H  -4.32  2.51  -1.36
H  0.32  5.67  2.30
H  -1.42  2.89  -1.81
H  2.77  1.17  2.69
H  -0.87  -3.15  1.06
H  -2.80  2.85  -0.11
H  -2.97  0.56  -0.84
H  1.47  -3.15  -3.11
H  1.62  -4.04  0.34
H  -3.69  0.13  1.71
H  -1.04  0.08  2.57
H  0.61  2.49  1.75
H  -1.05  3.09  2.27
H  -3.38  3.95  -1.28
H  2.64  -1.05  0.58
H  -0.99  -5.50  -0.15
H  -0.81  2.17  0.65
H  0.08  -0.46  -5.44
H  -2.32  -2.31  2.93
H  0.57  -2.09  -5.33
H  1.33  0.38  2.17
H  1.18  -2.05  -1.62
H  -0.15  6.41  1.06
H  0.85  -0.12  -2.88
H  -1.21  0.65  -1.20
H  -2.57  -0.95  1.02
H  2.80  1.90  0.22
H  -1.27  4.31  0.14

C24H36IrNO5P2S | wB97M-V/def2-TZVPD

The spin multiplicity is 5. As for the LUMO energy (spin up / spin down): 0.3 / -2.6 eV. The calculation puts the frontier orbital gap (spin up / spin down) at 4.640 / 6.032 eV. As for the expectation value of S²: 6.05.

Cartesian coordinates (Å):
Ir  0.03  -0.35  -1.05
S  -1.05  -0.68  1.97
P  2.15  0.25  -0.21
P  -1.98  -0.20  -1.99
O  -2.50  -0.90  1.85
O  0.83  -1.58  -4.39
O  -0.70  0.51  -5.86
O  -0.20  -1.83  2.00
O  -0.61  0.37  0.98
N  0.06  1.81  -1.48
C  -0.03  1.30  5.97
C  -0.72  0.17  3.51
C  -0.25  2.11  4.84
C  -0.61  1.55  3.63
C  -2.59  -1.53  -3.06
C  0.14  4.49  -2.21
C  0.99  2.61  -0.94
C  -1.01  -2.99  -0.35
C  -0.17  -0.08  5.84
C  -0.86  2.28  -2.40
C  1.21  -4.49  -1.10
C  -3.34  0.29  -0.88
C  -1.97  1.47  -2.77
C  -1.00  -4.37  -0.20
C  -0.69  3.61  -2.90
C  1.94  2.02  0.10
C  0.10  -5.12  -0.56
C  3.61  0.16  -1.30
C  0.36  1.88  7.30
C  2.61  -0.52  1.37
C  0.97  3.98  -1.22
C  -0.51  -0.65  4.62
C  1.23  -3.10  -1.29
C  0.11  -2.35  -0.87
H  0.09  -1.10  -4.89
H  2.89  2.54  0.10
H  1.43  2.15  1.06
H  -2.59  1.81  -3.56
H  0.11  5.57  -2.44
H  -0.82  2.17  2.77
H  2.10  -5.05  -1.39
H  -2.98  1.17  -0.34
H  -2.90  -2.37  -2.41
H  3.36  0.65  -2.26
H  0.09  1.16  -6.00
H  -3.53  -0.52  -0.19
H  1.26  -0.34  -2.24
H  0.52  -2.54  -4.45
H  -1.87  -4.81  0.25
H  1.31  1.47  7.65
H  2.03  -0.06  2.18
H  0.11  -6.19  -0.41
H  -0.39  1.65  8.06
H  4.45  0.67  -0.81
H  0.45  2.96  7.24
H  -4.19  0.56  -1.50
H  3.69  -0.39  1.53
H  3.85  -0.90  -1.49
H  1.57  4.63  -0.58
H  -0.63  -1.73  4.51
H  -3.47  -1.19  -3.63
H  -0.01  -0.75  6.72
H  -1.89  -2.42  -0.10
H  -1.85  -1.92  -3.78
H  2.10  -2.58  -1.70
H  -1.13  0.81  -5.00
H  2.37  -1.59  1.33
H  -1.38  3.92  -3.71
H  -0.15  3.18  4.95
H  0.46  -0.78  -2.42

C24H36MnP2Si | wB97M-V/def2-TZVPD

The spin multiplicity is 5. As for the LUMO energy (spin up / spin down): -4.4 / -3.4 eV. The calculation puts the frontier orbital gap (spin up / spin down) at 6.220 / 7.609 eV. As for the charge: +1. As for the expectation value of S²: 6.34.

Cartesian coordinates (Å):
Mn  -0.06  -1.02  -0.60
P  0.60  -2.55  2.04
P  -1.98  -1.19  0.94
Si  0.76  1.06  -1.50
C  2.73  2.88  -0.23
C  2.95  5.20  -0.96
C  0.65  -3.34  -0.84
C  -0.92  1.62  -2.13
C  -3.09  -2.64  0.70
C  2.27  -2.78  2.77
C  3.34  4.13  -0.15
C  -0.28  -2.89  -1.81
C  2.22  0.69  3.36
C  1.69  -1.65  -2.01
C  -2.81  3.15  -2.07
C  1.23  3.78  -1.92
C  -2.21  2.05  -4.15
C  -1.74  2.53  -1.43
C  0.37  -1.87  -2.61
C  -1.16  1.39  -3.50
C  -3.03  0.24  0.57
C  1.67  2.69  -1.15
C  1.88  5.01  -1.86
C  1.81  -2.52  -0.90
C  -1.76  -1.17  2.79
C  0.03  -4.31  2.14
C  -0.48  -1.82  3.34
C  -3.06  2.91  -3.44
H  2.20  1.77  3.58
H  -2.81  0.70  -0.41
H  -1.20  -3.43  -2.08
H  -2.88  1.04  1.32
H  1.56  5.83  -2.50
H  -4.10  0.00  0.55
H  0.57  -4.24  -0.23
H  -4.12  -2.32  0.52
H  -2.76  -3.22  -0.16
H  0.10  -1.09  3.94
H  3.00  0.08  3.82
H  -1.80  -0.12  3.11
H  -0.28  -4.54  3.17
H  1.45  0.96  -2.82
H  2.93  -1.94  2.50
H  -3.10  -3.30  1.58
H  3.45  6.17  -0.92
H  2.50  -1.03  -2.39
H  -0.50  0.78  -4.13
H  -3.95  3.33  -3.93
H  -1.58  2.79  -0.38
H  4.17  4.31  0.56
H  2.44  0.65  2.29
H  0.87  -4.97  1.88
H  -2.62  -1.65  3.25
H  0.01  -1.45  -3.56
H  2.67  -2.61  -0.24
H  -0.80  -4.52  1.45
H  2.71  -3.71  2.37
H  3.05  2.07  0.43
H  -0.73  -2.64  4.04
H  0.36  3.70  -2.58
H  -2.40  1.86  -5.22
H  -3.48  3.82  -1.51
H  1.24  0.20  3.41
H  2.22  -2.85  3.86

C24H36N2SiTl | wB97M-V/def2-TZVPD

As for the LUMO energy: -5.5 eV. The calculation puts the frontier orbital gap at 5.196 eV. As for the charge: +1.

Cartesian coordinates (Å):
Tl  -1.15  -0.90  1.25
Si  1.05  1.72  -2.40
N  -1.16  -1.53  4.08
N  1.00  -2.02  2.19
C  2.21  -1.90  -4.19
C  4.03  -0.43  -4.23
C  -0.55  1.96  -3.37
C  3.50  -1.65  -4.55
C  -2.61  -1.67  4.26
C  -0.52  -2.84  4.03
C  -2.54  2.08  1.21
C  -0.42  2.82  1.70
C  2.01  0.23  -3.06
C  -1.43  2.80  0.71
C  -0.53  -0.77  -0.61
C  -0.38  2.27  -4.73
C  -2.22  1.67  2.53
C  -1.47  2.64  -5.50
C  -0.92  2.12  2.84
C  1.86  -2.71  1.23
C  1.45  -0.63  2.45
C  -1.83  2.02  -2.82
C  -2.91  2.38  -3.64
C  1.42  -0.97  -3.48
C  0.89  -2.79  3.45
C  -2.76  2.72  -4.97
C  3.32  0.53  -3.48
C  -0.57  -0.65  5.11
H  5.03  -0.19  -4.52
H  -2.91  1.18  3.23
H  -0.43  2.05  3.81
H  -1.21  -0.62  -1.45
H  -1.11  -3.51  3.39
H  -2.87  -2.10  5.25
H  1.18  -3.82  3.24
H  1.56  -2.35  4.20
H  0.37  -1.18  -3.27
H  -1.00  0.35  5.01
H  -1.37  3.33  -0.26
H  0.52  3.36  1.63
H  1.65  2.59  -1.26
H  -0.79  -1.04  6.12
H  -3.59  3.10  -5.56
H  -0.11  0.27  -0.43
H  4.09  -2.42  -5.08
H  -2.00  1.71  -1.79
H  3.74  1.51  -3.28
H  0.52  -0.59  4.98
H  2.31  -0.65  3.14
H  0.60  2.14  -5.19
H  2.89  -2.72  1.61
H  -3.88  2.40  -3.19
H  -0.49  -3.30  5.05
H  1.84  -2.21  0.25
H  1.51  -3.75  1.09
H  1.70  -0.12  1.50
H  -3.50  1.93  0.70
H  1.58  2.51  -3.60
H  0.37  -1.35  -0.88
H  1.75  -2.85  -4.42
H  -2.98  -2.33  3.47
H  0.63  -0.06  2.91
H  -3.09  -0.69  4.14
H  -1.33  2.91  -6.53